Here is a structure of composition C3H5NS in a non-equilibrium geometry from the OMol25 dataset. Energies are from ωB97M-V/def2-TZVPD.

Results
HOMO level (alpha / beta) (eV): -5.002 / -8.478
DFT total energy (eV): -15511.2171
LUMO energy (alpha / beta) (eV): 0.91 / -1.76
<S²>: 2.008
ΔE to the lowest compared entry with this formula, charge and spin (kcal per mole): 57.6
HOMO-LUMO gap (alpha / beta) (eV): 5.908 / 6.715

ORCA input file:
```
! wB97M-V def2-TZVPD RIJCOSX def2/J DEFGRID3
* xyz 0 3
S -2.0970 0.7525 0.0043
N -0.4193 0.2655 -0.2947
C 0.7427 1.0473 -0.0703
C -2.0709 -0.9680 0.0220
C -0.7100 -1.0648 -0.1798
H -0.1328 -1.8987 -0.2569
H 1.6835 0.2217 -0.1439
H 0.8584 1.6561 -0.9653
H 0.7335 1.3046 0.9921
H -2.8821 -1.5650 -0.3773
*
```